1.
{"formula": "C4H12N2", "method": "the ωB97M-V functional and the def2-TZVPD basis", "spin_multiplicity": 1, "homo_lumo_gap_ev": 10.037, "homo_ev": -8.822, "de_lowest_kcal_mol": 15.4, "smiles": "NCCCCN", "elements": ["N", "C", "C", "C", "C", "N", "H", "H", "H", "H", "H", "H", "H", "H", "H", "H", "H", "H"], "xyz": [[1.55, 1.69, -0.23], [1.02, 0.91, -1.40], [-0.32, 0.30, -1.02], [-0.13, -0.88, -0.07], [-1.27, -1.21, 0.90], [-1.08, -0.64, 2.18], [1.45, 2.67, -0.46], [2.55, 1.51, -0.15], [1.77, 0.16, -1.64], [0.99, 1.58, -2.26], [-0.92, -0.03, -1.88], [-0.87, 1.11, -0.53], [0.78, -0.66, 0.50], [0.13, -1.76, -0.64], [-2.17, -0.80, 0.42], [-1.49, -2.29, 0.81], [-1.79, -0.85, 2.86], [-0.19, -0.82, 2.61]], "lowdin_charge": [-0.014, -0.282, -0.224, -0.222, -0.330, -0.004, 0.057, 0.059, 0.105, 0.096, 0.110, 0.108, 0.100, 0.103, 0.105, 0.100, 0.065, 0.068]}

=====

2.
{"formula": "C4H12N2", "method": "the ωB97M-V functional and the def2-TZVPD basis", "spin_multiplicity": 1, "homo_lumo_gap_ev": 9.542, "homo_ev": -8.608, "de_lowest_kcal_mol": 46.7, "smiles": "C=NC.CNC", "elements": ["C", "N", "C", "H", "H", "H", "H", "H", "C", "N", "C", "H", "H", "H", "H", "H", "H", "H"], "xyz": [[-1.26, -0.97, 2.38], [-2.22, -0.45, 3.00], [-3.52, -0.42, 2.31], [-0.30, -1.11, 2.88], [-1.34, -1.40, 1.38], [-3.74, -1.35, 1.79], [-3.58, 0.43, 1.62], [-4.25, -0.27, 3.10], [2.76, 1.14, -3.23], [2.56, 0.73, -1.86], [1.45, -0.18, -1.64], [3.64, 1.76, -3.29], [3.00, 0.27, -3.83], [1.92, 1.67, -3.70], [2.57, 1.51, -1.22], [1.66, -0.90, -0.86], [1.10, -0.53, -2.61], [0.49, 0.31, -1.37]], "lowdin_charge": [-0.100, -0.091, -0.147, 0.061, 0.071, 0.069, 0.074, 0.062, -0.167, -0.195, -0.156, 0.069, 0.075, 0.073, 0.094, 0.062, 0.073, 0.071]}

=====

3.
{"formula": "C4H12N2", "method": "the ωB97M-V functional and the def2-TZVPD basis", "s2": 0.7556, "charge": 1, "spin_multiplicity": 2, "homo_lumo_gap_ev": [11.576, 6.320], "homo_ev": [-14.555, -14.274], "de_lowest_kcal_mol": 5.2, "elements": ["N", "C", "C", "C", "C", "N", "H", "H", "H", "H", "H", "H", "H", "H", "H", "H", "H", "H"], "xyz": [[-0.72, 1.37, 0.28], [2.12, 0.57, 0.65], [1.14, -0.28, -0.15], [-0.35, 0.00, 0.23], [-1.15, -0.69, -0.95], [-2.38, -1.13, -0.43], [-0.22, 1.85, 1.02], [-0.43, 1.91, -0.54], [1.82, 0.62, 1.70], [2.34, 1.58, 0.29], [3.06, 0.02, 0.65], [1.31, -0.16, -1.22], [1.32, -1.31, 0.16], [-0.53, -0.43, 1.21], [-0.63, -1.56, -1.31], [-1.39, 0.09, -1.65], [-2.40, -2.03, 0.03], [-2.96, -0.43, 0.03]], "mulliken_spin": [0.124, 0.020, 0.086, 0.101, 0.071, 0.594, 0.010, -0.002, 0.000, 0.001, 0.008, -0.005, 0.002, 0.000, -0.007, 0.020, -0.014, -0.008]}

=====

4.
{"formula": "C4H12N2O", "method": "the ωB97M-V functional and the def2-TZVPD basis", "spin_multiplicity": 1, "homo_lumo_gap_ev": 10.211, "homo_ev": -9.339, "de_lowest_kcal_mol": 63.7, "smiles": "C=NCCCN.O", "elements": ["C", "N", "C", "C", "C", "N", "H", "H", "H", "H", "H", "H", "H", "H", "H", "H", "O", "H", "H"], "xyz": [[-2.06, 0.48, -0.83], [-0.93, -0.08, -0.88], [0.26, 0.49, -1.61], [1.10, 1.16, -0.49], [1.17, 0.38, 0.90], [1.83, -0.89, 0.44], [-3.01, -0.09, -0.55], [-2.22, 1.55, -1.13], [-0.09, 1.18, -2.37], [0.84, -0.31, -1.96], [2.13, 1.26, -0.88], [0.76, 2.21, -0.31], [1.90, 0.86, 1.63], [0.30, 0.26, 1.48], [2.40, -1.27, 1.19], [1.05, -1.49, 0.44], [-1.27, -1.35, 1.74], [-1.48, -1.07, 2.66], [-1.52, -0.64, 1.19]], "lowdin_charge": [-0.089, -0.050, -0.179, -0.189, -0.249, -0.001, 0.095, 0.083, 0.102, 0.077, 0.101, 0.096, 0.121, 0.042, 0.063, 0.025, -0.066, 0.072, -0.056]}

=====

5.
{"formula": "C4H12N2O", "method": "the ωB97M-V functional and the def2-TZVPD basis", "spin_multiplicity": 1, "homo_lumo_gap_ev": 9.119, "homo_ev": -8.153, "de_lowest_kcal_mol": 70.2, "smiles": "NCCNCCO", "elements": ["N", "C", "C", "N", "C", "C", "O", "H", "H", "H", "H", "H", "H", "H", "H", "H", "H", "H", "H"], "xyz": [[-1.19, -2.60, -0.67], [-1.32, -2.17, 0.73], [-1.05, -0.65, 1.06], [0.11, -0.22, 0.15], [0.31, 1.01, -0.57], [1.40, 1.83, 0.07], [1.61, 3.00, -0.67], [-0.20, -2.77, -0.78], [-1.69, -3.32, -0.98], [-2.36, -2.40, 0.98], [-0.83, -2.90, 1.43], [-0.91, -0.44, 2.16], [-1.95, -0.09, 0.68], [0.98, -0.85, 0.26], [-0.67, 1.55, -0.55], [0.61, 0.79, -1.59], [2.30, 1.20, 0.14], [1.41, 2.19, 1.08], [1.87, 2.64, -1.60]], "lowdin_charge": [0.004, -0.283, -0.157, -0.118, -0.249, -0.317, -0.098, 0.060, 0.003, 0.094, 0.097, 0.106, 0.110, 0.141, 0.140, 0.112, 0.110, 0.113, 0.132]}

=====

6.
{"formula": "C4H12N2O", "method": "the ωB97M-V functional and the def2-TZVPD basis", "spin_multiplicity": 1, "homo_lumo_gap_ev": 5.615, "homo_ev": -8.141, "de_lowest_kcal_mol": 202.5, "elements": ["C", "N", "C", "C", "N", "C", "O", "H", "H", "H", "H", "H", "H", "H", "H", "H", "H", "H", "H"], "xyz": [[0.80, 1.04, 0.08], [2.18, 1.18, -0.12], [0.37, -0.46, 0.10], [1.47, -1.34, -0.54], [-0.79, -0.65, -0.73], [-2.03, 0.00, -0.30], [-2.50, -0.47, 0.96], [1.28, 1.49, 1.01], [-0.95, 1.25, 1.73], [0.06, 1.61, -0.48], [2.60, 2.10, -0.02], [0.16, -0.78, 1.14], [1.59, -0.91, -1.54], [1.06, -2.35, -0.56], [2.42, -1.22, -0.03], [-1.07, -1.63, -0.79], [-1.87, 1.09, -0.34], [-2.82, -0.13, -1.06], [-1.95, 0.19, 1.49]], "lowdin_charge": [-0.275, 0.152, -0.424, -0.066, -0.039, -0.347, -0.118, 0.161, 0.126, 0.101, 0.083, 0.125, 0.079, 0.077, 0.063, 0.115, 0.087, 0.122, -0.023]}

=====

7.
{"formula": "C4H12N2O", "method": "the ωB97M-V functional and the def2-TZVPD basis", "spin_multiplicity": 1, "homo_lumo_gap_ev": 10.419, "homo_ev": -9.535, "de_lowest_kcal_mol": 51.6, "smiles": "CNC[C@H](N)CO", "elements": ["C", "N", "C", "C", "N", "C", "O", "H", "H", "H", "H", "H", "H", "H", "H", "H", "H", "H", "H"], "xyz": [[-1.82, 2.60, 0.59], [-1.33, 1.19, 0.88], [-0.08, 0.94, 0.16], [0.17, -0.44, -0.37], [0.09, -1.39, 0.77], [1.52, -0.86, -1.04], [1.50, -2.28, -1.20], [-1.22, 3.27, 1.19], [-2.85, 2.69, 0.93], [-1.79, 2.72, -0.49], [-1.07, 1.25, 1.86], [-0.14, 1.58, -0.79], [0.76, 1.52, 0.57], [-0.56, -0.67, -1.14], [-0.82, -1.27, 1.22], [0.68, -1.06, 1.54], [1.65, -0.59, -2.10], [2.38, -0.48, -0.48], [0.85, -2.56, -0.53]], "lowdin_charge": [-0.103, -0.120, -0.255, -0.344, 0.020, -0.221, -0.099, 0.070, 0.069, 0.073, 0.088, 0.121, 0.121, 0.143, 0.075, 0.089, 0.119, 0.107, 0.049]}

=====

8.
{"formula": "C4H12N2O", "method": "the ωB97M-V functional and the def2-TZVPD basis", "spin_multiplicity": 1, "homo_lumo_gap_ev": 8.514, "homo_ev": -7.487, "de_lowest_kcal_mol": 81.6, "smiles": "N/C=C/CCN.O", "elements": ["N", "C", "C", "C", "C", "N", "H", "H", "H", "H", "H", "H", "H", "H", "H", "H", "O", "H", "H"], "xyz": [[-1.23, 0.88, 3.22], [-1.02, 0.08, 2.06], [0.01, -0.69, 1.60], [-0.41, -1.85, 0.79], [0.39, -2.52, -0.27], [1.02, -1.64, -1.30], [-1.81, 1.73, 2.98], [-0.45, 0.78, 3.85], [-1.87, 0.13, 1.32], [0.92, -0.29, 1.66], [-0.84, -2.57, 1.49], [-1.35, -1.51, 0.19], [1.19, -3.13, 0.27], [-0.20, -3.32, -0.64], [0.30, -1.31, -1.96], [1.68, -2.11, -1.97], [1.11, 4.62, -4.51], [0.35, 4.30, -4.91], [0.94, 5.55, -4.70]], "lowdin_charge": [0.033, -0.229, -0.140, -0.267, -0.318, -0.012, 0.109, 0.074, 0.110, 0.056, 0.112, 0.130, 0.129, 0.079, 0.059, 0.075, -0.039, -0.010, 0.048]}

=====

9.
{"formula": "C4H12N2O", "method": "the ωB97M-V functional and the def2-TZVPD basis", "spin_multiplicity": 1, "homo_lumo_gap_ev": 9.168, "homo_ev": -8.260, "de_lowest_kcal_mol": 83.0, "smiles": "NCCNCCO", "elements": ["N", "C", "C", "N", "C", "C", "O", "H", "H", "H", "H", "H", "H", "H", "H", "H", "H", "H", "H"], "xyz": [[2.50, 1.32, 0.04], [1.44, 2.02, -0.71], [0.08, 1.33, -0.82], [-0.02, -0.10, -0.20], [-1.24, -0.66, 0.49], [-1.41, -2.30, 0.64], [-2.59, -2.49, 1.40], [3.27, 2.05, -0.09], [2.93, 0.58, -0.70], [1.26, 3.06, -0.35], [1.98, 2.10, -1.74], [-0.12, 1.14, -1.91], [-0.64, 2.03, -0.34], [0.85, -0.36, 0.35], [-2.20, -0.50, -0.12], [-1.32, -0.34, 1.54], [-0.61, -2.77, 1.11], [-1.59, -2.78, -0.41], [-2.58, -3.33, 1.84]], "lowdin_charge": [-0.079, -0.329, -0.197, -0.099, -0.186, -0.240, -0.093, 0.078, 0.123, 0.107, 0.119, 0.103, 0.107, 0.095, 0.125, 0.101, 0.070, 0.131, 0.065]}

=====

10.
{"formula": "C4H12N2O", "method": "the ωB97M-V functional and the def2-TZVPD basis", "spin_multiplicity": 1, "homo_lumo_gap_ev": 10.174, "homo_ev": -9.460, "de_lowest_kcal_mol": 104.9, "elements": ["C", "C", "C", "C", "H", "H", "H", "H", "H", "H", "H", "H", "H", "H", "H", "H", "N", "N", "O"], "xyz": [[1.17, -0.78, -1.65], [-0.25, -1.22, -1.32], [-2.55, -0.58, -0.84], [0.73, 1.29, 1.69], [1.42, 0.27, -1.64], [1.37, -0.97, -2.79], [1.96, -1.54, -1.27], [-0.53, 0.65, -0.72], [-2.48, -1.63, -1.41], [-2.92, -0.78, 0.51], [-3.02, 0.39, -1.46], [2.04, 2.15, 2.83], [1.76, 0.41, 3.41], [0.11, 0.32, 1.68], [-0.05, 1.94, 1.90], [1.01, 1.50, 0.56], [-1.07, -0.16, -0.93], [1.92, 1.20, 2.58], [-0.61, -2.45, -1.14]], "lowdin_charge": [-0.035, -0.500, -0.095, -0.236, 0.053, 0.106, 0.116, 0.070, 0.094, 0.164, 0.108, 0.016, 0.151, 0.080, 0.024, 0.081, -0.056, -0.089, -0.053]}